No. 1
Entry from OMol25: a 2-piece molecular cluster, C2H7N4O overall at a distorted geometry (the ωB97M-V functional and the def2-TZVPD basis).

Geometry (Å):
1 O -1.277 1.377 0.247
2 N -2.323 -0.570 0.062
3 N 2.918 -0.604 0.186
4 N -1.581 -1.579 -0.146
5 N 1.971 0.230 0.036
6 C 0.684 0.096 0.276
7 C -0.087 1.206 0.137
8 H 2.203 1.223 -0.190
9 H -1.649 -1.808 -1.152
10 H -2.591 -0.297 1.005
11 H 0.392 -0.882 0.548
12 H 0.571 2.037 -0.443
13 H 3.799 -0.136 0.067
14 H -3.030 -0.293 -0.634

## Properties
Kohn-Sham gap (alpha / beta), eV: 7.0 / 7.0
2S+1: 1
Charge: +1
LUMO level (alpha / beta), eV: -6.188 / -6.188
HOMO (alpha / beta), eV: -13.140 / -13.140

Atom charges from the Mulliken analysis, given in e for atoms 1 to 5: -0.502 0.089 -0.802 -0.282 0.434

---

No. 2
Entry from OMol25: an isolated ion of composition C2H7N4P and charge +2 at a distorted geometry (the ωB97M-V functional and the def2-TZVPD basis).

Geometry (Å):
1 P 0.590 -0.215 1.285
2 N -1.076 -0.077 0.915
3 N 1.238 -0.563 -0.320
4 N 0.453 1.789 1.154
5 N -0.823 -1.286 -1.089
6 C 0.494 -1.196 -1.209
7 C -1.555 -0.647 -0.087
8 H 1.113 2.477 0.666
9 H -1.282 -1.608 -1.900
10 H -2.541 -0.592 -0.280
11 H -0.550 1.993 1.017
12 H 0.655 2.047 2.187
13 H 2.184 -0.440 -0.375
14 H 1.099 -1.681 -1.964

## Properties
Kohn-Sham gap, eV: 10.1
2S+1: 1
Charge: +2
Structure (SMILES): [NH3+]P1N=C[NH+]=CN1
LUMO level, eV: -9.692
HOMO, eV: -19.771

Atom charges from the Mulliken analysis, given in e for atoms 1 to 5: 0.370 -0.397 -0.114 -0.620 -0.076

---

No. 3
Entry from OMol25: an isolated ion of composition C2H7N4S and charge +1 at a distorted geometry (the ωB97M-V functional and the def2-TZVPD basis).

Geometry (Å):
1 S 0.249 -1.774 0.596
2 N -0.596 0.503 -0.882
3 N 2.419 -0.422 1.487
4 N -1.584 0.923 0.145
5 N 0.551 1.049 -0.963
6 C -0.548 -1.031 -0.961
7 C 1.413 -0.599 0.691
8 H 2.927 0.417 1.269
9 H -1.181 1.768 0.524
10 H 2.484 -0.998 2.338
11 H 0.060 -1.463 -1.669
12 H -1.697 -1.392 -1.033
13 H -1.101 0.839 -1.702
14 H -1.691 0.213 0.860

## Properties
Kohn-Sham gap (alpha / beta), eV: 7.8 / 8.1
2S+1: 1
Charge: +1
LUMO level (alpha / beta), eV: -5.651 / -5.318
HOMO (alpha / beta), eV: -13.448 / -13.408

Atom charges from the Mulliken analysis, given in e for atoms 1 to 5: -0.006 0.520 -0.276 -0.568 -0.663

---

No. 4
Entry from OMol25: an isolated ion of composition C2H7N4S and charge +1 at a distorted geometry (the ωB97M-V functional and the def2-TZVPD basis).

Geometry (Å):
1 S 1.292 0.948 -1.054
2 N -0.254 -1.170 -0.789
3 N -0.638 -1.764 -1.824
4 N 1.633 1.722 1.404
5 N -0.282 0.409 1.011
6 C 0.844 0.983 0.557
7 C -1.082 -0.463 0.068
8 H 2.541 1.832 1.008
9 H -0.613 0.892 1.834
10 H -1.526 -1.765 -2.189
11 H -1.932 0.025 -0.623
12 H 1.662 1.610 2.396
13 H -1.612 -1.080 0.702
14 H -0.033 -2.176 -2.499

## Properties
Kohn-Sham gap (alpha / beta), eV: 6.8 / 7.0
2S+1: 1
Charge: +1
Structure (SMILES): NC(=S)NCN=[NH2+]
LUMO level (alpha / beta), eV: -5.882 / -5.768
HOMO (alpha / beta), eV: -12.667 / -12.753

Atom charges from the Mulliken analysis, given in e for atoms 1 to 5: -0.264 0.074 -0.206 -0.453 -0.167

---

No. 5
Entry from OMol25: C2H7N4S as an isolated structure at a distorted geometry (the ωB97M-V functional and the def2-TZVPD basis).

Geometry (Å):
1 S 1.872 -0.856 -0.735
2 N 0.891 -0.029 2.358
3 N 0.470 -0.745 -1.623
4 N -1.435 0.647 -1.937
5 N -0.379 0.278 -1.148
6 C -0.467 0.403 0.226
7 C 0.539 -0.014 0.969
8 H -1.952 -0.144 -2.315
9 H 0.621 0.862 2.804
10 H -1.361 0.916 0.546
11 H -1.143 1.260 -2.694
12 H -0.024 -1.636 -1.755
13 H 1.913 -0.134 2.435
14 H 0.455 -0.808 2.870

## Properties
Kohn-Sham gap, eV: 7.9
2S+1: 1
Charge: +1
LUMO level, eV: -4.242
HOMO, eV: -12.143

Atom charges from the Mulliken analysis, given in e for atoms 1 to 5: -0.012 -0.196 -0.293 -0.731 0.324

---

No. 6
Entry from OMol25: an isolated ion of composition C2H7N4S and charge +1 at a distorted geometry (the ωB97M-V functional and the def2-TZVPD basis).

Geometry (Å):
1 S 2.217 -0.123 0.180
2 N -1.175 1.775 -0.217
3 N -1.611 -1.106 0.625
4 N 1.135 -1.374 -0.351
5 N -0.612 -0.519 -0.046
6 C -0.379 0.802 -0.025
7 C 1.106 1.294 -0.016
8 H 0.777 -1.394 -1.345
9 H -2.065 -1.899 0.296
10 H 1.443 1.867 -0.907
11 H -1.774 -0.700 1.574
12 H 1.674 -2.218 -0.170
13 H -2.125 1.616 -0.407
14 H 1.390 1.977 0.811

## Properties
Kohn-Sham gap (alpha / beta), eV: 7.0 / 7.1
2S+1: 1
Charge: +1
Structure (SMILES): [H]/N=C(/CSN)N=[NH2+]
LUMO level (alpha / beta), eV: -6.149 / -6.051
HOMO (alpha / beta), eV: -13.110 / -13.178

Atom charges from the Mulliken analysis, given in e for atoms 1 to 5: 0.081 -0.471 -0.386 -0.392 0.119

---

No. 7
Entry from OMol25: C2H7N4S as an isolated structure at a distorted geometry (the ωB97M-V functional and the def2-TZVPD basis).

Geometry (Å):
1 S 1.217 -1.539 0.078
2 N -0.365 -1.105 0.724
3 N -1.090 -0.284 -0.201
4 N -2.400 -0.406 -0.153
5 N 2.017 0.963 0.358
6 C 1.549 -0.009 -0.802
7 C -0.338 0.306 -0.992
8 H 1.842 1.948 0.226
9 H -0.701 -2.033 1.071
10 H -2.925 0.395 -0.665
11 H -2.769 -0.849 0.692
12 H 3.037 1.073 0.259
13 H 1.600 0.689 1.208
14 H -0.672 0.851 -1.803

## Properties
Kohn-Sham gap, eV: 8.8
2S+1: 1
Charge: +1
LUMO level, eV: -3.725
HOMO, eV: -12.490

Atom charges from the Mulliken analysis, given in e for atoms 1 to 5: 0.026 -0.630 0.828 -0.840 -0.369

---

No. 8
Entry from OMol25: an isolated ion of composition C2H7N4S and charge +1 at a distorted geometry (the ωB97M-V functional and the def2-TZVPD basis).

Geometry (Å):
1 S 2.228 0.021 0.303
2 N -0.403 0.580 0.222
3 N 0.701 0.141 -0.522
4 N -1.012 -1.576 0.254
5 N -0.861 1.869 0.189
6 C -0.008 -2.121 -0.296
7 C -1.196 -0.395 0.705
8 H -0.182 -2.742 -1.170
9 H 2.538 1.328 0.413
10 H -2.034 -0.129 1.330
11 H -0.170 2.552 0.480
12 H -1.322 2.145 -0.673
13 H 0.773 0.576 -1.441
14 H 0.948 -2.248 0.207

## Properties
Kohn-Sham gap, eV: 9.6
2S+1: 1
Charge: +1
Structure (SMILES): C=N/C=[N+](/N)NS
LUMO level, eV: -4.734
HOMO, eV: -14.310

Atom charges from the Mulliken analysis, given in e for atoms 1 to 5: -0.014 0.521 -0.619 -0.205 -0.673

---

No. 9
Entry from OMol25: an isolated ion of composition C2H7N4S and charge +1 at a distorted geometry (the ωB97M-V functional and the def2-TZVPD basis).

Geometry (Å):
1 S -1.797 -1.561 -0.797
2 N -0.921 1.371 0.759
3 N -0.317 -0.290 -0.787
4 N -0.924 0.988 -0.648
5 N 1.944 -0.123 0.230
6 C -0.076 0.611 1.309
7 C 0.572 -0.424 0.461
8 H -0.587 1.718 -1.336
9 H 0.027 0.844 2.343
10 H -1.800 0.999 -1.058
11 H 2.490 0.508 0.800
12 H 0.441 -1.519 0.620
13 H -1.439 -2.089 -1.999
14 H 2.388 -1.032 0.103

## Properties
Kohn-Sham gap (alpha / beta), eV: 7.6 / 6.4
2S+1: 3
Charge: +1
LUMO level (alpha / beta), eV: -3.741 / -7.720
⟨S²⟩: 2.01
HOMO (alpha / beta), eV: -11.306 / -14.121

Atom charges from the Mulliken analysis, given in e for atoms 1 to 5: 0.014 -0.460 -0.362 0.119 -0.505

---

No. 10
Entry from OMol25: a 2-piece molecular cluster, C2H7N5 overall at a distorted geometry (the ωB97M-V functional and the def2-TZVPD basis).

Geometry (Å):
1 N -1.355 -0.904 -0.992
2 N 1.691 -0.645 -1.072
3 N 0.728 1.410 -0.242
4 N 0.392 -0.541 0.939
5 N -2.236 0.453 0.782
6 C -1.572 -0.516 0.116
7 C 0.838 0.132 -0.299
8 H -1.967 1.368 0.399
9 H 2.209 -0.140 -1.776
10 H 1.292 -1.484 -1.463
11 H 1.159 1.869 -1.037
12 H -2.388 0.375 1.775
13 H 0.780 -1.456 1.131
14 H 0.428 0.078 1.740

## Properties
Kohn-Sham gap, eV: 9.5
2S+1: 1
Charge: 0
Structure (SMILES): N=C(N)N.N#CN
LUMO level, eV: 0.763
HOMO, eV: -8.748

Atom charges from the Mulliken analysis, given in e for atoms 1 to 5: -0.566 -0.490 -0.664 -0.511 -0.467

---

No. 11
Entry from OMol25: one molecule with the formula C2H7N5 at a distorted geometry (the ωB97M-V functional and the def2-TZVPD basis).

Geometry (Å):
1 N 1.733 -1.306 0.021
2 N -2.688 -0.698 -0.113
3 N -0.344 -0.291 0.595
4 N 0.388 1.792 -0.037
5 N 1.941 0.068 -0.181
6 C -1.566 -0.008 0.113
7 C 0.686 0.469 0.033
8 H -0.253 1.853 0.799
9 H 1.328 2.433 -0.153
10 H -1.670 1.049 -0.330
11 H 1.754 -2.093 -0.907
12 H 2.421 -1.736 0.609
13 H -3.429 -0.195 -0.786
14 H -0.300 -1.338 0.336

## Properties
Kohn-Sham gap, eV: 9.4
2S+1: 1
Charge: 0
Structure (SMILES): [H]/N=C/N/C(N)=N\N
LUMO level, eV: 0.734
HOMO, eV: -8.704

Atom charges from the Mulliken analysis, given in e for atoms 1 to 5: -0.414 -0.677 -0.358 -0.517 -0.570

---

No. 12
Entry from OMol25: one molecule with the formula C2H7N5O at a distorted geometry (the ωB97M-V functional and the def2-TZVPD basis).

Geometry (Å):
1 O -2.146 -1.390 -0.240
2 N 1.563 -0.253 -0.084
3 N 0.225 -0.398 -0.262
4 N -0.773 1.788 0.029
5 N 0.492 2.444 -0.214
6 N -2.097 -0.054 0.177
7 C 2.226 -1.360 0.053
8 C -0.801 0.527 -0.041
9 H -2.360 -1.941 0.556
10 H 0.526 3.330 0.286
11 H -2.790 0.503 -0.322
12 H -0.223 -1.347 -0.152
13 H 1.252 1.782 0.070
14 H 3.263 -1.320 0.247
15 H 1.643 -2.312 -0.101

## Properties
Kohn-Sham gap, eV: 8.3
2S+1: 1
Charge: 0
Structure (SMILES): C=NN/C(=N\N)NO
LUMO level, eV: 0.570
HOMO, eV: -7.719

Atom charges from the Mulliken analysis, given in e for atoms 1 to 5: -0.515 -0.634 0.161 -0.364 -0.448

---

Record-wise energy above the lowest of the compared OMol25 structures with the same formula, charge and spin values, in eV: 5.887, 0.968, 6.734, 1.887, 3.959, 3.965, 5.946, 2.825, 3.553, 1.825, 4.126, 4.008